DFT (wB97M-V/def2-TZVPD) results for a cluster of 2 separate species, C4H10S in total.

```
15
Properties=species:S:1:pos:R:3:nbo_charge:R:1
C -3.2176 2.0668 4.3740 -0.40
C -2.8809 0.8188 4.0400 -0.38
H -2.5908 2.5410 5.1149 0.20
H -4.0051 2.5294 3.8002 0.20
H -2.1113 0.2432 4.5366 0.19
H -3.4862 0.2498 3.3427 0.19
C 2.6252 -0.1875 -3.8120 -0.74
S 1.3884 -1.5278 -3.6540 0.15
C 1.4855 -1.7262 -1.8227 -0.73
H 2.3172 0.3216 -4.7181 0.23
H 3.6250 -0.5931 -3.6679 0.21
H 2.5472 0.5186 -2.9799 0.21
H 0.5565 -2.2647 -1.6314 0.23
H 2.4375 -2.1964 -1.6298 0.22
H 1.3096 -0.7937 -1.2928 0.21
```

The calculated total energy comes out at -556.526183 hartree. Its SMILES is C=C.CSC. The HOMO energy is -8.530 eV. The gap between HOMO and LUMO is 0.353 hartree. As for the energy above the lowest of the compared OMol25 structures with the same formula, charge and spin: 35.0 kcal per mole. For the LUMO energy, the calculation gives 1.068 eV.